A structure of composition C34H26BrN2O6W. Source: OMol25; level of theory: ωB97M-V/def2-TZVPD.

```
70
C34H26BrN2O6W (ωB97M-V/def2-TZVPD)
W 0.11187 0.26454 0.32160
Br 6.74511 -3.35673 2.11568
C 5.18285 -2.30659 2.04439
C 5.06977 -1.17689 2.84960
C 3.92263 -0.40569 2.79831
C 2.88951 -0.75186 1.94300
O 1.77530 0.01928 1.88203
C 2.99471 -1.87955 1.12814
C 1.95549 -2.33807 0.23716
N 0.87934 -1.74166 -0.16101
C 0.00695 -2.51614 -0.99711
C 0.38038 -3.53227 -1.83160
C -0.59708 -4.27850 -2.52198
C -1.92473 -4.00192 -2.36663
C -2.33202 -2.92619 -1.54320
C -3.67967 -2.55936 -1.33526
C -3.96456 -1.48944 -0.53670
C -2.91136 -0.74271 0.01400
N -1.64299 -1.05465 -0.15344
C -1.34987 -2.16388 -0.89285
C 4.15698 -2.66233 1.19859
H 5.87973 -0.90215 3.51074
H 3.82749 0.47928 3.41240
H 2.10549 -3.35040 -0.12891
H 1.42508 -3.76481 -1.99101
H -0.28020 -5.07818 -3.17676
H -2.67726 -4.58608 -2.87995
H -4.46844 -3.12848 -1.81091
H -4.98178 -1.17989 -0.34676
H -3.12329 0.15412 0.57719
H 4.24555 -3.54571 0.57926
O 0.92448 -1.02343 3.89936
C 0.60123 -0.10305 2.97445
O -0.41962 -0.40735 2.17386
C 0.57096 1.29446 3.56322
O 0.16101 2.18300 2.55253
C 1.08379 3.15828 2.11024
C 1.88811 2.73506 0.88620
O 2.92570 3.25642 0.59746
O 1.31344 1.78759 0.14671
H 0.55311 -1.87634 3.63165
H 1.54635 1.55014 3.98074
H -0.17311 1.29713 4.36256
H 1.77691 3.45309 2.89879
H 0.49985 4.03415 1.81808
C 0.66141 -1.01113 -4.64848
C 1.34731 -0.35306 -3.64365
C 0.67184 0.49381 -2.77021
C -0.70536 0.68785 -2.88350
C -1.37750 0.04313 -3.92695
C -0.70918 -0.80736 -4.78917
C -1.44400 1.56452 -1.96503
C -1.25710 1.61099 -0.63648
C -1.92055 2.68699 0.14724
C -2.47506 2.46160 1.40863
C -3.11277 3.47765 2.10119
C -3.18699 4.75246 1.55673
C -2.61211 5.00296 0.31903
C -1.98334 3.98169 -0.37665
H 1.19199 -1.65216 -5.34019
H 2.42176 -0.46363 -3.55580
H 1.27588 1.08387 -2.08339
H -2.44112 0.21161 -4.04816
H -1.25093 -1.30057 -5.58576
H -2.20585 2.18852 -2.42915
H -2.38007 1.48754 1.87495
H -3.54368 3.28015 3.07422
H -3.67793 5.54854 2.10044
H -2.64629 5.99842 -0.10397
H -1.51352 4.18935 -1.32978
```

Highest occupied orbital energy (alpha / beta)   -0.38131 / -0.39216 Ha
Charge   +1
Spin multiplicity   3
<S²>   2.015
Largest force on an atom   0.51 eV/A
Total energy   -4513.1154 hartree
Gap between HOMO and LUMO (alpha / beta)   6.329 / 6.552 eV